Record 1
Computed, not measured: the molecule C4H11NO2 at a distorted geometry, with ωB97M-V/def2-TZVPD.

Geometry as XYZ:
```
18
Properties=species:S:1:pos:R:3:nbo_charge:R:1
O 0.50788 -0.51751 -2.94874 -0.715
O 1.07639 -1.60095 1.33841 -0.736
N 0.12948 0.01995 -0.76263 -0.673
C -0.45031 0.25814 1.70630 -0.431
C -0.48169 0.02099 -2.08925 0.109
C -0.61393 0.79642 0.22271 -0.224
C 0.92474 -0.37386 1.97654 -0.063
H -1.34767 -0.63852 -1.99569 0.161
H 1.58849 0.46019 1.66947 0.142
H 1.09891 0.28678 -0.76472 0.371
H -1.68278 0.71718 0.04941 0.197
H 0.16117 -0.49601 -3.82482 0.470
H -0.66401 1.06644 -2.38340 0.133
H 1.04865 -1.58232 0.37331 0.493
H -1.22615 -0.52213 1.73573 0.198
H 1.01856 -0.68010 3.02119 0.192
H -0.25451 1.83345 0.21879 0.167
H -0.83321 0.95187 2.45739 0.211
```

For the strongest force on any atom, the calculation gives 0.04340 hartree/bohr. The value obtained for the HOMO energy is -8.90 eV. The LUMO energy is 0.84 eV. The calculation puts the energy relative to the best compared isomer or geometry (same formula, charge and spin) at 46.8 kcal/mol. For the HOMO-LUMO gap, the calculation gives 9.741 eV. The SMILES is OCCCNCO. The calculation puts the total energy at -9910.211 eV.

Record 2
Computed, not measured: the molecule C4H3ClF2 at a distorted geometry, with ωB97M-V/def2-TZVPD.

Geometry as XYZ:
```
10
Properties=species:S:1:pos:R:3:nbo_charge:R:1
Cl 1.68643 -0.17007 -1.12810 -0.064
F 0.52173 0.40200 2.96346 -0.324
F -2.06562 0.27512 -1.34534 -0.300
C -0.19810 -0.19520 0.80148 -0.356
C -0.90401 -0.01879 -1.80493 0.181
C 0.83826 0.08973 1.67573 0.278
C -0.04631 -0.15995 -0.70453 -0.073
H 1.88280 0.25180 1.32626 0.205
H -1.21863 -0.00389 0.95836 0.235
H -0.49655 -0.47075 -2.74238 0.218
```

For the strongest force on any atom, the calculation gives 0.14263 hartree/bohr. The value obtained for the HOMO energy is -8.82 eV. The LUMO energy is 0.04 eV. The calculation puts the energy relative to the best compared isomer or geometry (same formula, charge and spin) at 38.1 kcal/mol. For the HOMO-LUMO gap, the calculation gives 8.857 eV. The SMILES is F/C=C/C(Cl)=C\F. The calculation puts the total energy at -22150.887 eV.

Record 3
Computed, not measured: a cluster of 10 separate species, C38H77NO19 in total at a distorted geometry, with ωB97M-V/def2-TZVPD.

Geometry as XYZ:
```
135
Properties=species:S:1:pos:R:3:mulliken_charge:R:1
O 6.85273 -23.94004 -11.08873 -0.480
O 7.08464 -27.91064 -11.36551 -0.394
O 7.54251 -21.58803 -6.25049 -0.257
O 6.15249 -25.26097 -7.20679 -0.300
O 9.01263 -16.76555 -6.86312 -0.545
O 4.41206 -21.49926 -9.31433 -0.376
O 10.46890 -16.90512 -10.31683 -0.302
O 4.76278 -26.95131 -6.75386 -0.628
O 8.05357 -14.91159 -7.77490 -0.369
O 11.00018 -23.73690 -13.84889 -0.517
O 6.27311 -23.32439 -14.65521 -0.582
O 8.31225 -20.15647 -7.79959 -0.518
O 7.21388 -19.07434 -12.69492 -0.695
O 10.72339 -17.22570 -12.51118 -0.549
O 7.73400 -18.20924 -14.69660 -0.393
O 2.62387 -20.23042 -8.75031 -0.394
O 7.24888 -27.68968 -9.15580 -0.553
O 10.72425 -23.60016 -16.05651 -0.379
O 4.54058 -23.54841 -13.24140 -0.281
N 6.85585 -21.70051 -11.45166 1.423
C 5.63472 -14.68043 -7.74718 -1.367
C 7.05308 -18.22329 -13.48427 0.932
C 8.72566 -23.09537 -12.27868 -1.421
C 6.00006 -17.12361 -13.35442 -1.504
C 5.03940 -21.42964 -14.13004 -0.591
C 4.82330 -24.98063 -13.27195 0.183
C 3.13990 -20.24427 -6.44921 -0.669
C 9.09273 -15.63853 -7.27149 1.009
C 2.35764 -21.76554 -10.40963 -0.655
C 5.86662 -26.40741 -6.62394 1.078
C 3.46333 -25.77085 -13.41416 -1.529
C 10.25779 -14.74341 -7.27301 -1.278
C 7.90036 -21.26131 -7.48964 0.408
C 6.74961 -19.39300 -5.31431 -0.540
C 3.23639 -19.47772 -7.69972 -0.075
C 10.48729 -19.42842 -10.36801 -0.743
C 5.03903 -27.98517 -10.20141 -1.012
C 7.71552 -20.59906 -5.25176 -0.569
C 9.61560 -18.18175 -10.31232 0.758
C 7.40475 -22.93895 -11.54169 0.847
C 6.58150 -27.86126 -10.12743 0.923
C 6.89902 -26.87492 -5.64978 -1.277
C 9.27596 -23.40438 -15.85826 1.180
C 8.64535 -24.33558 -16.91018 -1.271
C 7.79936 -22.49333 -8.38031 0.383
C 5.05561 -24.68606 -7.98918 0.882
C 4.12013 -23.89298 -7.10559 -1.063
C 10.88532 -16.57053 -11.52667 0.731
C 8.45734 -27.45969 -11.48451 0.107
C 3.26432 -21.16064 -9.41471 0.528
C 12.93186 -23.72868 -15.34760 -1.220
C 5.32481 -22.86262 -14.06617 0.944
C 11.45590 -23.69056 -14.94639 0.813
C 9.36240 -28.61018 -11.21743 -1.226
C 9.56191 -18.79781 -15.98346 -1.768
C 6.78428 -15.62227 -7.83232 0.348
C 8.68072 -19.24529 -14.85471 0.788
C 11.43091 -15.10677 -11.49434 -0.941
H 10.38776 -28.22273 -11.52363 0.352
H 7.27376 -27.85008 -6.07184 0.247
H 2.68707 -18.53086 -7.73506 0.296
H 8.13481 -20.16806 -15.14761 0.041
H 13.11312 -22.92628 -16.05566 0.342
H 6.01012 -21.50393 -10.98743 -0.221
H 3.86507 -21.09380 -6.40156 -0.139
H 8.59426 -26.63904 -10.81197 0.170
H 4.04142 -21.25104 -13.69734 0.235
H 4.61708 -28.50937 -9.34705 0.404
H 3.73000 -24.57368 -6.26661 0.395
H 5.48926 -17.07900 -14.33631 0.391
H 13.15480 -24.68710 -15.90307 0.298
H 9.97032 -17.84942 -15.78703 0.443
H 1.35838 -21.31785 -10.12906 0.359
H 9.25265 -25.28487 -16.81355 0.318
H 3.38928 -19.50030 -5.66815 0.415
H 9.49835 -23.30957 -11.58070 0.333
H 4.76529 -15.31844 -7.66917 0.362
H 4.26604 -19.33021 -7.98747 0.177
H 5.73916 -14.01707 -6.89356 0.329
H 8.43802 -27.15511 -12.51383 0.311
H 9.10698 -23.70853 -14.85021 -0.522
H 10.37471 -19.48284 -16.01460 0.451
H 6.67608 -16.28118 -6.99655 0.070
H 4.62307 -23.03541 -6.61425 -0.098
H 9.16161 -18.86231 -17.05299 0.318
H 4.71787 -28.51531 -11.07683 0.422
H 11.33890 -19.33561 -9.66157 0.380
H 9.05789 -22.27625 -16.00086 -0.123
H 9.46655 -28.83708 -10.13360 0.278
H 8.95022 -22.22773 -12.84545 0.535
H 11.21844 -15.17456 -7.23780 0.365
H 8.53951 -23.92073 -13.02000 -0.087
H 6.86546 -22.47947 -8.99725 -0.606
H 9.30127 -19.29600 -13.95475 0.016
H 3.21926 -25.66017 -14.43416 0.471
H 10.31109 -14.06705 -6.42987 0.388
H 7.10472 -18.82133 -4.44160 0.406
H 9.76184 -20.15808 -9.86437 -0.071
H 13.65299 -23.67655 -14.52681 0.328
H 11.10635 -14.46733 -12.36033 0.315
H 8.86326 -18.06413 -11.12449 -0.367
H 10.20499 -14.07683 -8.20490 0.217
H 7.72715 -26.13106 -5.53077 0.239
H 5.42725 -25.20021 -14.08626 0.316
H 6.87843 -18.80259 -6.21983 -0.003
H 4.64071 -26.96607 -10.22208 -0.039
H 8.76948 -20.31836 -5.30262 0.400
H 5.34161 -25.26252 -12.36875 0.027
H 7.37177 -20.92133 -11.82938 -0.477
H 2.56011 -22.83895 -10.31558 0.144
H 12.56488 -15.07297 -11.59345 0.269
H 2.57586 -21.45229 -11.42368 0.082
H 7.57179 -24.48430 -16.76287 0.287
H 5.37480 -24.00219 -8.82732 -0.404
H 4.97310 -21.13236 -15.16640 0.477
H 10.87883 -19.71014 -11.40504 0.258
H 5.73238 -19.75133 -5.20749 0.162
H 5.76299 -20.77212 -13.70343 -0.304
H 9.11881 -18.03344 -9.31604 0.039
H 5.60036 -14.02856 -8.64760 0.325
H 4.49712 -25.55049 -8.36778 0.199
H 3.65938 -26.78383 -13.16647 0.373
H 7.80808 -23.42184 -7.79717 0.193
H 2.78420 -25.26502 -12.73194 0.300
H 5.37677 -17.23807 -12.47574 0.309
H 2.06689 -20.61557 -6.26118 0.297
H 8.82429 -23.98503 -17.91584 0.355
H 6.79930 -16.22043 -8.76997 0.161
H 8.58464 -22.47975 -9.14005 0.107
H 6.55671 -16.19534 -13.23497 0.391
H 11.15262 -14.60195 -10.58271 0.144
H 7.60535 -21.13806 -4.28442 0.333
H 9.15333 -29.52430 -11.78740 0.302
H 6.48716 -27.15204 -4.67151 0.377
H 3.27339 -23.54064 -7.62399 0.385
```

For the strongest force on any atom, the calculation gives 0.06746 hartree/bohr. The value obtained for the HOMO energy is -9.21 eV. The LUMO energy is 0.26 eV. For the HOMO-LUMO gap, the calculation gives 9.472 eV. The SMILES is CCOC(C)=O.CCOC(C)=O.CCOC(C)=O.CCOC(C)=O.CCOC(C)=O.CCOC(C)=O.CCOC(C)=O.CCOC(C)=O.CCOC(C)=O.CC(N)=O. The calculation puts the total energy at -81048.739 eV.

Record 4
Computed, not measured: a cluster of 2 separate species, F3I3Si2 in total at a distorted geometry, with ωB97M-V/def2-TZVPD.

Geometry as XYZ:
```
8
Properties=species:S:1:pos:R:3:nbo_charge:R:1
I 0.23693 1.17273 -3.81846 -0.150
I -2.55865 2.99118 -1.67994 -0.182
I -1.93755 -0.80801 -0.95310 -0.173
Si 0.89844 -0.84341 2.10842 1.984
Si -0.71437 1.28368 -1.53301 0.501
F 2.14755 -0.88308 3.12117 -0.660
F 1.59958 -0.59641 0.73040 -0.663
F 0.32807 -2.31669 2.02452 -0.657
```

For the strongest force on any atom, the calculation gives 0.02459 hartree/bohr. The value obtained for the HOMO energy (spin up / spin down) is -9.73 / -8.79 eV. The LUMO energy (spin up / spin down) is -2.96 / -2.39 eV. The calculation puts the energy relative to the best compared isomer or geometry (same formula, charge and spin) at 53.0 kcal/mol. For the HOMO-LUMO gap (spin up / spin down), the calculation gives 6.762 / 6.407 eV. The calculation puts the total energy at -48215.145 eV.

Record 5
Computed, not measured: the molecule C4H3N at a distorted geometry, with ωB97M-V/def2-TZVPD.

Geometry as XYZ:
```
8
Properties=species:S:1:pos:R:3:nbo_charge:R:1
N 1.80121 -0.94026 -1.47577 -0.291
C 1.42994 -0.30476 -0.58553 0.280
C -0.76174 0.04808 0.15815 -0.022
C -1.89830 -0.24564 -0.09224 -0.185
C 0.63945 0.38493 0.43393 -0.569
H -2.92951 -0.46110 -0.25336 0.241
H 0.79367 1.46733 0.37790 0.273
H 0.92529 0.05143 1.43692 0.273
```

For the strongest force on any atom, the calculation gives 0.02658 hartree/bohr. The value obtained for the HOMO energy is -10.80 eV. The LUMO energy is 0.75 eV. The calculation puts the energy relative to the best compared isomer or geometry (same formula, charge and spin) at 9.4 kcal/mol. For the HOMO-LUMO gap, the calculation gives 11.548 eV. The SMILES is C#CCC#N. The calculation puts the total energy at -5684.099 eV.

Record 6
Computed, not measured: a structure of composition C2H5CuO3 at a distorted geometry, with ωB97M-V/def2-TZVPD.

Geometry as XYZ:
```
11
Properties=species:S:1:pos:R:3:nbo_charge:R:1
Cu 0.23075 -2.72771 1.10110 1.213
O 0.49185 -4.02382 2.23542 -0.710
O 1.04661 -1.22286 0.39467 -0.473
O 1.79052 -1.03707 1.57519 -0.154
C 1.45557 -4.32449 3.10611 -0.087
C 2.82292 -1.81595 1.70884 0.186
H 2.79546 -2.60862 0.94879 0.222
H 1.81434 -5.36790 3.04311 0.216
H 2.47607 -3.32738 2.85187 0.102
H 1.19551 -4.07410 4.15131 0.221
H 3.67837 -1.28593 2.13719 0.265
```

For the strongest force on any atom, the calculation gives 0.05397 hartree/bohr. The value obtained for the HOMO energy (spin up / spin down) is -15.49 / -15.32 eV. The LUMO energy (spin up / spin down) is -6.76 / -7.80 eV. The calculation puts the energy relative to the best compared isomer or geometry (same formula, charge and spin) at 60.6 kcal/mol. As for the net charge: +1. Its expectation value of S² is 0.77. For the HOMO-LUMO gap (spin up / spin down), the calculation gives 8.734 / 7.524 eV. Its multiplicity is 2. The calculation puts the total energy at -52921.707 eV.